No. 1
{
  "formula": "C6H6O",
  "method": "ωB97M-V/def2-TZVPD",
  "de_lowest_ev": 6.893,
  "orbital_gap_ev": 9.0,
  "homo_energy_ev": -8.9,
  "elements": ["C", "C", "C", "C", "C", "C", "O", "H", "H", "H", "H", "H", "H"],
  "positions_angstrom": [[0.217, 1.362, 0.977], [0.652, 2.427, 1.546], [0.339, -0.596, 0.631], [-0.180, 0.447, -0.060], [0.926, 0.152, 1.705], [-0.980, -0.391, -2.054], [-0.733, 0.703, -1.248], [0.326, -1.649, 0.408], [1.976, 0.333, 1.869], [0.518, -0.389, 2.665], [-1.617, -0.205, -2.897], [-1.425, -1.153, -1.263], [-0.017, -1.041, -2.279]],
  "nbo_charge": [-0.41, 0.22, -0.28, 0.31, -0.35, -0.25, -0.47, 0.21, 0.23, 0.21, 0.22, 0.17, 0.18]
}



No. 2
{
  "formula": "C8H16O2Si",
  "method": "ωB97M-V/def2-TZVPD",
  "de_lowest_ev": 4.182,
  "orbital_gap_ev": 8.5,
  "homo_energy_ev": -7.7,
  "smiles": "C/C=[SiH]/C.O=C1CCCCO1",
  "elements": ["C", "C", "Si", "C", "H", "H", "H", "H", "H", "H", "H", "H", "O", "C", "C", "C", "C", "C", "O", "H", "H", "H", "H", "H", "H", "H", "H"],
  "positions_angstrom": [[0.242, -3.285, 0.543], [0.251, -3.283, -1.022], [1.330, -2.637, -2.324], [0.944, -2.678, -4.230], [0.431, -2.254, 0.952], [0.920, -3.901, 1.162], [-0.781, -3.640, 0.860], [-0.645, -3.805, -1.491], [2.518, -1.877, -2.063], [0.075, -3.276, -4.455], [0.784, -1.741, -4.701], [1.600, -3.131, -4.960], [1.443, 2.247, -0.480], [0.532, 2.107, 0.275], [-0.927, 2.584, -0.008], [-1.314, 3.427, 1.123], [-1.319, 2.767, 2.453], [-0.520, 1.386, 2.293], [0.748, 1.605, 1.494], [-1.694, 1.714, 0.047], [-0.937, 3.102, -0.950], [-2.396, 3.886, 0.828], [-0.604, 4.353, 1.147], [-0.837, 3.296, 3.279], [-2.319, 2.625, 2.613], [-0.240, 1.052, 3.263], [-1.234, 0.667, 1.832]],
  "nbo_charge": [-0.65, -0.85, 1.17, -1.09, 0.21, 0.22, 0.21, 0.22, -0.18, 0.24, 0.24, 0.25, -0.57, 0.79, -0.52, -0.39, -0.44, -0.08, -0.50, 0.21, 0.25, 0.21, 0.21, 0.22, 0.22, 0.21, 0.18]
}



No. 3
{
  "formula": "C2H4Si",
  "method": "ωB97M-V/def2-TZVPD",
  "de_lowest_ev": 1.304,
  "s2": 2.0073,
  "orbital_gap_ev": [6.4, 6.7],
  "spin_multiplicity": 3,
  "homo_energy_ev": [-5.6, -9.7],
  "elements": ["C", "C", "Si", "H", "H", "H", "H"],
  "positions_angstrom": [[0.286, 0.161, -0.954], [0.759, -0.793, -0.084], [-0.573, 0.290, 0.606], [0.454, 0.554, -2.039], [1.590, -1.616, -0.046], [-0.586, 1.398, 1.549], [-1.931, 0.007, 0.969]],
  "mulliken_spin": [0.80, 0.85, 0.21, 0.04, 0.03, 0.03, 0.04]
}